# 1
Below is the molecule C11H17N3OS2 in a non-equilibrium geometry, with properties calculated with ωB97M-V/def2-TZVPD.

Last column: natural (NBO) charge in e.
Geometry (Å):
C -2.1199 -3.5289 -0.3692  -0.572
C -1.7222 -2.0968 0.1807  -0.409
C -3.0612 -1.3213 0.1766  -0.389
C -2.9783 -0.0915 1.0644  -0.249
N -1.9172 0.6775 0.6959  -0.631
C -1.9727 1.6283 -0.6613  0.257
S -3.4372 2.0281 -1.3445  -0.157
N -0.7862 2.1979 -1.0064  -0.450
N 0.4019 2.0808 -0.5894  -0.421
C 0.9099 0.7692 -1.0581  0.648
O 0.3873 -0.3692 -1.6288  -0.590
C 2.4336 0.5659 -0.5341  -0.241
S 3.1571 -0.9010 -1.2950  0.455
C 4.6815 -0.6999 -0.4776  -0.376
C 4.4611 0.4744 0.4599  -0.234
C 3.2405 1.0871 0.1985  -0.137
C 2.8634 2.2404 1.1394  -0.661
H -2.8075 -4.0666 0.0729  0.190
H -1.2494 -4.1130 -0.4365  0.197
H -2.5099 -3.5075 -1.5052  0.185
H -1.5441 -2.2439 1.1885  0.196
H -1.1017 -1.7238 -0.4618  0.221
H -3.9413 -2.0060 0.4726  0.190
H -3.3312 -1.0582 -0.7529  0.210
H -2.6830 -0.0782 2.0290  0.216
H -3.9077 0.5688 1.0623  0.217
H -0.8909 0.2904 0.7557  0.387
H -0.8491 2.6530 -1.9401  0.386
H 1.0377 2.8117 -0.5242  0.413
H 5.6129 -1.0398 -0.7767  0.235
H 5.3041 0.8947 1.0823  0.232
H 2.8294 3.2896 0.8486  0.219
H 1.9151 2.2406 1.7253  0.238
H 3.5753 2.3472 2.2096  0.225

Cartesian forces (eV/Å) of the 3 atoms listed first:
2.722 3.567 -5.101
-7.509 -4.079 0.899
-0.640 -2.073 4.179

For the electronic energy, the calculation gives -1464.91505 Eh. The calculation puts the LUMO energy at -0.42 eV. As for the SMILES: CCCCNC(=S)NNC(=O)c1sccc1C. The calculation puts the gap between HOMO and LUMO at 8.004 eV.

=====

# 2
Below is a cluster of 2 separate species, C11H17O4P in total, with properties calculated with ωB97M-V/def2-TZVPD.

Last column: natural (NBO) charge in e.
Geometry (Å):
C 2.4516 1.7379 1.4847  -0.641
C 1.6262 0.6904 0.7295  0.113
C 2.5320 -0.4757 0.2723  -0.730
P 3.3866 -0.0702 -1.2579  0.817
O 1.0709 1.1831 -0.4627  -0.578
C -0.0080 2.1184 -0.2776  -0.099
C -1.2749 1.3182 -0.3662  0.000
C -1.4759 0.4842 -1.4646  -0.243
C -2.5650 -0.3656 -1.5064  -0.165
C -3.4819 -0.3919 -0.4737  -0.180
C -3.3101 0.4896 0.5823  -0.203
C -2.2115 1.3465 0.6539  -0.253
H 3.0325 1.2455 2.2579  0.222
H 3.1185 2.2201 0.7706  0.197
H 1.7967 2.4580 1.9591  0.236
H 0.8882 0.2299 1.3880  0.224
H 3.3044 -0.6216 1.0237  0.266
H 1.9944 -1.4175 0.1933  0.317
H 4.7685 -0.0317 -1.0765  0.050
H 3.0593 -0.9747 -2.2677  0.081
H 3.0448 1.1935 -1.7289  0.087
H 0.0195 2.6104 0.6929  0.181
H 0.0587 2.8991 -1.0299  0.200
H -0.7723 0.4451 -2.2821  0.200
H -2.6630 -1.0233 -2.3542  0.233
H -4.3040 -1.0839 -0.4623  0.240
H -4.0274 0.5012 1.3901  0.214
H -2.0669 1.9892 1.5107  0.204
C -1.6020 -4.1359 0.2120  0.940
O -2.4141 -3.5842 -0.5727  -0.840
O -1.1655 -3.2449 1.2476  -0.803
O -1.1208 -5.2634 0.2292  -0.753
H -1.6898 -2.4759 0.9853  0.465

Cartesian forces (eV/Å) of the 3 atoms listed first:
-0.416 -0.562 -0.362
0.638 -0.400 0.009
0.199 0.183 0.661

For the electronic energy, the calculation gives -1071.53873 Eh. The calculation puts the LUMO energy at -1.07 eV. The calculation puts the gap between HOMO and LUMO at 5.370 eV.

=====

# 3
Below is a cluster of 2 separate species, C11H18 in total in a non-equilibrium geometry, with properties calculated with ωB97M-V/def2-TZVPD.

Last column: natural (NBO) charge in e.
Geometry (Å):
C -1.9220 -2.4884 1.5190  -0.644
C -0.6626 -1.6593 1.5138  0.007
C -0.6163 -0.4638 2.3667  -0.209
C 0.5627 0.1487 2.6355  -0.213
C 1.7176 -0.2393 1.8989  -0.231
C 1.6166 -1.2122 0.9290  -0.191
C 0.5345 -1.9971 0.8219  -0.243
H -2.6954 -1.9119 2.1596  0.213
H -1.9446 -3.4917 2.0311  0.229
H -2.3018 -2.6468 0.5089  0.222
H -1.5233 -0.2099 2.9374  0.208
H 0.7440 0.7130 3.4776  0.213
H 2.6297 0.3924 1.8549  0.216
H 2.4912 -1.4130 0.1372  0.212
H 0.4806 -2.8068 0.1135  0.212
C -0.7392 0.8885 -1.3300  -0.603
C -0.6076 1.8502 -2.5922  -0.214
C 0.3133 2.9736 -2.1710  -0.607
C 0.2732 1.2214 -3.7629  -0.584
H -1.5577 0.2220 -1.4103  0.198
H -0.9833 1.6001 -0.5896  0.199
H 0.1322 0.2768 -1.0770  0.209
H -1.5677 2.1075 -2.7408  0.195
H 0.4308 3.0332 -1.1699  0.204
H 1.1996 2.8977 -2.7517  0.208
H -0.0160 3.9362 -2.6217  0.200
H 1.4519 1.1879 -3.3134  0.189
H 0.0095 0.1596 -3.9144  0.203
H 0.1985 1.8190 -4.6031  0.200

Cartesian forces (eV/Å) of the 3 atoms listed first:
-1.577 0.458 1.344
1.287 1.322 1.277
-1.387 -2.836 -0.556

For the electronic energy, the calculation gives -429.83623 Eh. The calculation puts the LUMO energy at 0.96 eV. As for the SMILES: Cc1ccccc1.CC(C)C. The calculation puts the gap between HOMO and LUMO at 9.735 eV.

=====

# 4
Below is a structure of composition C11H18BF2MoN4O3S2 in a non-equilibrium geometry, with properties calculated with ωB97M-V/def2-TZVPD.

Last column: natural (NBO) charge in e.
Geometry (Å):
Mo -1.1081 -0.8547 -0.0453  0.613
O 0.5965 -1.6733 0.7514  -0.518
N 1.1565 -2.7725 0.2431  -0.004
C 2.3228 -3.1762 0.8098  0.028
C 2.9632 -4.2846 0.3604  -0.265
C 2.3908 -5.0170 -0.6991  -0.176
C 1.2123 -4.6042 -1.2412  -0.214
C 0.5542 -3.4411 -0.7726  0.012
S -0.9412 -2.8860 -1.3615  -0.015
H 2.6627 -2.5545 1.6231  0.235
H 3.8920 -4.5823 0.8250  0.233
H 2.8793 -5.9072 -1.0733  0.227
H 0.7355 -5.1460 -2.0461  0.237
N -3.0077 -0.1077 -0.9640  -0.784
C -3.6319 1.0314 -0.2263  -0.215
C -2.6956 2.2273 -0.1716  -0.546
C -1.5907 2.1026 0.8635  0.797
O -1.1917 3.0990 1.4486  -0.671
O -1.1010 0.9134 1.0445  -0.751
H -2.8445 0.1632 -1.9288  0.393
H -3.6612 -0.8841 -0.9703  0.410
H -3.8453 0.6721 0.7770  0.222
H -4.5779 1.3084 -0.6915  0.191
H -3.2483 3.1409 0.0330  0.239
H -2.2013 2.3458 -1.1426  0.228
C 1.2522 4.2372 -0.3269  -0.425
N 1.1897 3.0708 -1.2135  -0.595
C 1.0961 1.7751 -0.8664  0.393
S 0.2587 0.6933 -1.9187  -0.297
N 1.6406 1.3171 0.2524  -0.570
C 2.6120 1.9486 1.1326  -0.414
H 0.4818 4.9387 -0.6377  0.217
H 2.2240 4.7288 -0.3680  0.192
H 1.0073 3.9537 0.6888  0.244
H 0.8048 3.2373 -2.1279  0.412
H 1.3046 0.4036 0.5237  0.437
H 3.1198 2.7586 0.6232  0.209
H 3.3609 1.2067 1.4037  0.208
H 2.1472 2.3278 2.0429  0.219
F -2.0203 -2.2569 2.6012  -0.523
B -2.4177 -1.7108 1.4345  0.939
F -3.7814 -1.7423 1.3103  -0.550

Cartesian forces (eV/Å) of the 3 atoms listed first:
0.952 -0.037 -0.725
-0.217 0.114 -0.065
0.022 0.154 0.000

For the electronic energy, the calculation gives -1963.98287 Eh. The calculation puts the LUMO energy (spin up / spin down) at -0.07 / 0.21 eV. As for the spin multiplicity: 2. Its expectation value of S² is 0.76. The calculation puts the gap between HOMO and LUMO (spin up / spin down) at 6.706 / 6.600 eV.

=====

# 5
Below is the molecule C11H18Cl2NO2 in a non-equilibrium geometry, with properties calculated with ωB97M-V/def2-TZVPD.

Last column: natural (NBO) charge in e.
Geometry (Å):
C -0.5735 -1.9020 1.2752  -0.644
C -0.1829 -1.5291 -0.2647  0.134
C -0.3267 -2.9540 -1.0598  -0.612
C -1.2517 -0.5475 -0.9645  -0.472
C -1.1125 1.0062 -0.5644  0.042
Cl -1.2829 2.1702 -1.9680  -0.036
C -2.3531 1.3083 0.4587  -0.525
C -2.1174 2.6803 1.2590  0.568
O -2.2859 3.7934 0.7140  -0.489
Cl -1.5632 2.5910 3.0287  -0.096
C 0.2248 1.1838 0.3064  -0.501
C 1.4908 0.3337 -0.1829  0.125
C 2.1821 1.1213 -1.4103  -0.623
C 2.5756 0.4053 1.0384  -0.626
N 1.2465 -1.1223 -0.4332  -0.074
O 1.5356 -1.2996 -1.7332  -0.314
H -1.6929 -2.1920 1.2242  0.217
H 0.0705 -2.7479 1.6961  0.236
H -0.5193 -0.9941 1.9741  0.211
H -0.4933 -2.8161 -2.1769  0.231
H -1.1940 -3.5095 -0.5483  0.204
H 0.6428 -3.5368 -0.8386  0.232
H -2.2938 -0.9356 -0.6422  0.227
H -1.2143 -0.6941 -2.1062  0.254
H -2.2774 0.4676 1.2519  0.235
H -3.3704 1.2298 -0.0479  0.266
H 0.0793 1.0005 1.4327  0.244
H 0.5279 2.2979 0.2203  0.258
H 1.5252 1.2169 -2.3372  0.235
H 2.3902 2.1892 -1.0114  0.204
H 3.2266 0.6841 -1.6377  0.232
H 2.9877 1.4553 1.1980  0.223
H 3.4089 -0.3816 0.8840  0.230
H 1.9904 0.0276 1.9657  0.203

Cartesian forces (eV/Å) of the 3 atoms listed first:
-0.508 0.992 -0.586
-1.518 -2.532 0.280
0.179 0.249 1.274

For the electronic energy, the calculation gives -1555.39182 Eh. The calculation puts the LUMO energy (spin up / spin down) at 0.23 / -0.58 eV. As for the spin multiplicity: 2. Its expectation value of S² is 0.75. The calculation puts the gap between HOMO and LUMO (spin up / spin down) at 9.701 / 9.248 eV.

=====

# 6
Below is a cluster of 3 separate species, C11H18Cl5N4OP in total, with properties calculated with ωB97M-V/def2-TZVPD.

Last column: natural (NBO) charge in e.
Geometry (Å):
H 0.4825 -4.7375 -1.5271  0.325
N 0.8903 -4.6999 -2.4640  -0.572
C 2.1265 -4.4557 -2.4334  0.126
C 3.0105 -4.2751 -1.2153  -0.481
C 2.4343 -3.3878 -0.0965  -0.310
C 3.1341 -3.7200 1.1498  0.277
N 3.7029 -4.0098 2.1007  -0.279
C 2.4278 -1.8409 -0.4147  -0.448
C 2.6736 -1.0820 0.8105  0.278
N 2.8472 -0.4617 1.7594  -0.292
C 3.5040 -1.3795 -1.4334  -0.219
N 4.8243 -1.3480 -0.8045  -0.838
P 0.6434 -1.5042 -1.0672  1.113
O 0.9744 -0.1804 -1.9719  -0.986
Cl -0.2542 -0.6916 0.5798  -0.275
H 2.6372 -4.3993 -3.3973  0.171
H 3.1884 -5.2677 -0.7907  0.258
H 3.9885 -3.9122 -1.5259  0.231
H 1.3885 -3.6736 0.0741  0.247
H 3.1905 -0.4102 -1.8141  0.219
H 3.5293 -2.0510 -2.2909  0.199
H 5.0469 -0.4064 -0.5054  0.375
H 5.5331 -1.6011 -1.4820  0.367
H 0.3059 -0.0913 -2.6616  0.510
Cl -1.5833 0.4693 3.3920  -0.053
C -0.9735 2.1249 3.1569  -0.392
C -2.0771 3.0937 2.8218  -0.380
Cl -2.7756 2.7758 1.2080  -0.076
H -0.2244 2.0883 2.3690  0.230
H -0.4941 2.4258 4.0866  0.228
H -1.6830 4.1081 2.8030  0.225
H -2.8875 3.0407 3.5439  0.226
Cl -8.0887 5.0609 -1.1518  -0.062
C -6.3126 5.0567 -0.9896  -0.386
C -5.8648 4.6902 0.4010  -0.390
Cl -6.2783 5.9493 1.5961  -0.067
H -5.9542 6.0431 -1.2722  0.222
H -5.9299 4.3226 -1.6967  0.222
H -4.7833 4.5775 0.4215  0.232
H -6.3196 3.7601 0.7320  0.224

Cartesian forces (eV/Å) of the 3 atoms listed first:
-0.022 0.005 -0.013
-0.046 0.019 0.023
0.093 0.090 -0.054

For the electronic energy, the calculation gives -3366.52644 Eh. The calculation puts the LUMO energy at 0.12 eV. As for the SMILES: [H]/N=C\C[C@@H](C#N)[C@@](C#N)(CN)P(O)Cl.ClCCCl.ClCCCl. The calculation puts the gap between HOMO and LUMO at 10.005 eV.